The following is a DFT calculation (ωB97M-V with the def2-TZVPD basis set) of a 2-piece molecular cluster, C29H38BN2O14P overall in a non-equilibrium geometry.

Structure (ORCA input):
```
! wB97M-V def2-TZVPD RIJCOSX def2/J DEFGRID3
* xyz 0 1
C -1.594 -2.096 6.651
C -1.113 -3.197 5.672
O -1.841 -3.156 4.453
C -1.658 -4.317 3.660
C -0.778 -4.100 2.422
O -1.431 -3.374 1.377
C -1.263 -2.041 1.356
C -0.657 -1.235 2.309
C -0.605 0.167 2.139
P 0.169 1.213 3.463
N -0.010 0.351 4.932
O 1.819 1.103 3.146
C -1.140 0.727 1.015
C -1.247 2.214 0.671
O -0.352 2.637 -0.315
C 0.900 3.044 0.095
C 1.211 3.652 1.288
C 2.493 4.060 1.621
C 2.700 4.713 2.978
C 3.503 3.882 0.707
C 3.200 3.281 -0.513
C 1.934 2.860 -0.835
C 1.656 2.238 -2.211
C 2.523 2.973 -3.273
C 1.862 0.718 -2.247
N -1.696 -0.089 0.090
C -1.768 -1.407 0.213
C -2.433 -2.217 -0.883
C -1.517 -2.190 -2.156
O -0.192 -1.753 -1.841
C 0.613 -2.776 -1.435
O 0.258 -3.931 -1.340
C 2.036 -2.353 -1.061
C 2.632 -3.267 0.050
H -0.801 -1.360 6.814
H -2.503 -1.609 6.284
H -1.791 -2.526 7.641
H -0.046 -3.018 5.436
H -1.232 -4.153 6.203
H -2.612 -4.783 3.386
H -1.110 -5.052 4.274
H -0.621 -5.111 2.020
H 0.226 -3.731 2.673
H -0.234 -1.693 3.197
H 0.576 0.835 5.608
H 0.294 -0.619 4.860
H 1.886 1.035 2.179
H -2.245 2.300 0.211
H -1.284 2.824 1.577
H 0.427 3.836 2.024
H 2.522 3.928 3.729
H 1.974 5.510 3.169
H 3.733 5.056 3.085
H 4.509 4.227 0.941
H 4.026 3.186 -1.214
H 0.620 2.506 -2.460
H 2.522 4.052 -3.066
H 2.078 2.864 -4.269
H 3.569 2.646 -3.249
H 2.806 0.455 -1.757
H 1.833 0.401 -3.298
H 1.000 0.260 -1.748
H -2.104 0.303 -0.768
H -3.365 -1.684 -1.125
H -2.676 -3.233 -0.578
H -1.558 -3.130 -2.708
H -1.946 -1.431 -2.819
H 1.943 -1.350 -0.625
H 2.687 -2.336 -1.939
H 3.461 -3.852 -0.356
H 1.862 -3.890 0.512
H 3.058 -2.627 0.835
B -2.286 1.131 -5.920
O -1.245 0.393 -6.651
C -1.390 0.649 -7.953
O -0.703 0.205 -8.823
C -2.566 1.591 -8.128
O -2.976 2.026 -9.161
O -3.074 1.859 -6.922
O -3.144 0.201 -5.132
C -3.055 0.540 -3.869
O -3.614 -0.014 -2.949
C -2.125 1.728 -3.741
O -1.840 2.259 -2.700
O -1.682 2.063 -4.931
*
```

## Properties
HOMO-LUMO gap in eV: 7.260
HOMO in Ha: -0.331
Maximum force in eV/Å: 1.96
M in g/mol: 680.409
LUMO in eV: -1.738

Calculated atomic charges, method Mulliken, unit e: -1.099 -0.205 -0.324 -0.765 -0.767 -0.379 1.078 0.660 -0.256 0.143 -0.331 -0.506 0.209 -1.565 -0.163 0.657 -0.758 1.008 -1.437 -1.355 -0.248 -0.086 1.314 -1.898 -0.831 0.425 -0.054 -1.571 0.060 0.050 0.158 -0.610 0.674 -1.358 0.265 0.275 0.338 0.257 0.462 0.334 0.456 0.526 0.401 -0.005 0.311 0.186 0.319 0.495 0.496 0.284 0.240 0.333 0.370 0.352 0.273 -0.006 0.428 0.432 0.392 0.477 0.436 -0.250 0.056 0.645 0.359 0.538 -0.449 -0.454 0.501 0.315 0.261 0.368 1.214 -0.468 0.574 -0.592 0.592 -0.575 -0.578 -0.511 0.636 -0.682 0.623 -0.548 -0.569